(1)
The following is a DFT calculation (ωB97M-V/def2-TZVPD) of 9 unconnected molecules or ions with the total composition C22H58F6N2O8P in a non-equilibrium geometry.

Element x y z (Å)
1 P 14.7853 -15.6247 1.1614
2 F 15.0992 -15.2560 -0.3691
3 F 15.7215 -14.3692 1.6232
4 F 13.5301 -14.5966 1.0776
5 F 14.4349 -16.0296 2.6661
6 F 13.8659 -16.8937 0.7330
7 F 16.0880 -16.6336 1.2157
8 C 13.5948 -20.8125 -2.4014
9 C 13.9146 -19.4379 -1.8427
10 O 12.7185 -18.7654 -1.5232
11 H 13.1096 -21.4957 -1.7003
12 H 14.5195 -21.2559 -2.7666
13 H 12.8309 -20.6982 -3.1755
14 H 14.5055 -18.9220 -2.6094
15 H 14.5685 -19.5053 -0.9675
16 H 12.8852 -17.9931 -0.9724
17 C 10.2473 -12.6358 -1.4082
18 C 11.2676 -13.0507 -0.3544
19 O 12.5260 -12.5210 -0.7398
20 H 10.4578 -13.1555 -2.3461
21 H 10.1486 -11.5750 -1.6260
22 H 9.2574 -13.0143 -1.1308
23 H 11.2520 -14.1254 -0.1422
24 H 10.9952 -12.6601 0.6427
25 H 13.1772 -12.9929 -0.1941
26 O 16.6713 -12.1663 -0.1218
27 H 16.2872 -12.4053 0.7321
28 H 17.2856 -12.8820 -0.3169
29 O 12.0257 -15.7832 4.4242
30 H 11.8718 -14.9195 4.8201
31 H 12.5735 -15.6025 3.6477
32 O 15.2500 -19.3281 1.7762
33 H 14.3419 -19.0407 1.6345
34 H 15.7696 -18.7094 1.2500
35 O 17.7462 -14.8897 3.2466
36 H 17.8516 -14.5237 2.3664
37 H 17.0857 -15.5817 3.1353
38 C 18.9185 -15.4814 -2.8101
39 C 18.7046 -17.0057 -2.7233
40 C 18.9013 -17.6596 -4.0893
41 C 20.3782 -17.6987 -4.5158
42 C 21.2347 -18.4568 -3.5278
43 C 21.0474 -17.9012 -2.0846
44 N 19.6143 -17.7210 -1.8203
45 O 19.4288 -17.2325 -0.4872
46 C 21.5455 -19.0178 -1.1599
47 C 21.9922 -16.7131 -1.8792
48 C 17.2550 -17.3099 -2.3111
49 H 18.6971 -15.1054 -1.8056
50 H 18.1708 -14.9804 -3.4245
51 H 19.9313 -15.2174 -3.0989
52 H 18.5098 -18.6754 -4.2047
53 H 18.4190 -17.1851 -4.9526
54 H 20.7715 -16.6958 -4.7252
55 H 20.4542 -18.1582 -5.5091
56 H 22.2760 -18.2525 -3.7887
57 H 20.9991 -19.5080 -3.6994
58 H 21.3993 -18.7469 -0.1103
59 H 21.0157 -19.9720 -1.2505
60 H 22.5917 -19.2823 -1.3206
61 H 21.7435 -15.7924 -2.4039
62 H 22.1839 -16.4468 -0.8374
63 H 22.9729 -17.0719 -2.2057
64 H 17.1436 -17.2863 -1.2252
65 H 16.9527 -18.3180 -2.5959
66 H 16.5757 -16.5765 -2.7411
67 H 19.3268 -18.0392 0.0312
68 C 16.4043 -8.4634 3.7036
69 C 15.3706 -9.3930 3.0458
70 C 15.7094 -10.8081 3.5625
71 C 14.5926 -11.8033 3.2699
72 C 13.2772 -11.3042 3.8459
73 C 12.8628 -9.9130 3.3011
74 N 14.0069 -9.0301 3.4573
75 O 13.7599 -7.7076 3.0269
76 C 12.1913 -10.0146 1.9360
77 C 11.8129 -9.4249 4.3504
78 C 15.5595 -9.4110 1.5181
79 H 16.4702 -7.5452 3.1143
80 H 17.3860 -8.9269 3.7490
81 H 16.0401 -8.1640 4.6868
82 H 16.6288 -11.1101 3.0548
83 H 15.9869 -10.8560 4.6197
84 H 14.7600 -12.8327 3.5989
85 H 14.5485 -11.9864 2.1882
86 H 13.3029 -11.5032 4.9201
87 H 12.4984 -12.0064 3.5193
88 H 11.1542 -10.3437 1.8503
89 H 12.4167 -9.1110 1.3662
90 H 12.6016 -10.8123 1.2934
91 H 11.4135 -8.4298 4.1582
92 H 10.9613 -10.1015 4.2227
93 H 12.2592 -9.5388 5.3326
94 H 15.6589 -8.4025 1.1079
95 H 14.6641 -9.8264 1.0481
96 H 16.4063 -10.0097 1.1915
97 H 13.4740 -7.7138 2.0980

Values from the calculation:
- net charge = -1
- frontier orbital gap (eV) = 8.851

Electronic structure analysis, Löwdin charges in units of e: P 0.19; F -0.14; F -0.17; F -0.15; F -0.13; F -0.16; F -0.17; C -0.09; C -0.34; O -0.07; H 0.07; H 0.07; H 0.07; H 0.10; H 0.10; H 0.06; C -0.09; C -0.34; O -0.09; H 0.07; H 0.07; H 0.07; H 0.11; H 0.09; H 0.06; O -0.06; H 0.00; H 0.03; O -0.06; H 0.02; H 0.00; O -0.07; H 0.02; H 0.00; O -0.07; H 0.01; H 0.01; C -0.01; C -0.50; C -0.15; C -0.20; C -0.14; C -0.50; N -0.08; O -0.02; C -0.05; C -0.03; C -0.03; H 0.08; H 0.09; H 0.06; H 0.12; H 0.12; H 0.11; H 0.11; H 0.11; H 0.12; H 0.08; H 0.09; H 0.08; H 0.07; H 0.08; H 0.08; H 0.07; H 0.07; H 0.09; H 0.10; C -0.03; C -0.50; C -0.14; C -0.18; C -0.13; C -0.50; N -0.10; O -0.02; C -0.03; C -0.04; C -0.02; H 0.07; H 0.08; H 0.09; H 0.11; H 0.12; H 0.11; H 0.09; H 0.12; H 0.12; H 0.09; H 0.07; H 0.07; H 0.07; H 0.08; H 0.08; H 0.08; H 0.07; H 0.07; H 0.08

---

(2)
The following is a DFT calculation (ωB97M-V/def2-TZVPD) of 15 unconnected molecules or ions with the total composition C22H59BIN14O30 in a non-equilibrium geometry.

Element x y z (Å)
1 C -0.1121 -2.0612 -0.4404
2 C -0.8035 -1.1600 -1.4740
3 C -1.4246 0.1264 -0.9142
4 C -2.5351 0.7205 -1.8024
5 C -3.8433 1.0964 -1.0747
6 C -5.0272 0.2297 -1.5192
7 C -4.8628 -1.2474 -1.1967
8 O -5.4274 -2.0875 -2.1719
9 B -5.3694 -3.4366 -1.4977
10 O -5.7678 -3.0684 -0.0564
11 C -5.5669 -1.7523 0.0630
12 I -4.3897 -1.2673 1.9496
13 H -0.2301 -1.6625 0.5764
14 H -0.5212 -3.0757 -0.4321
15 H 0.9628 -2.1615 -0.6338
16 H -0.0670 -0.8559 -2.2327
17 H -1.5875 -1.7170 -1.9974
18 H -0.6216 0.8654 -0.7800
19 H -1.8177 -0.0787 0.0900
20 H -2.7697 -0.0041 -2.5935
21 H -2.1459 1.6047 -2.3245
22 H -3.6994 1.0007 0.0078
23 H -4.0812 2.1531 -1.2508
24 H -5.9603 0.6276 -1.1039
25 H -5.1315 0.2902 -2.6112
26 H -3.7967 -1.5212 -1.0602
27 H -6.1789 -4.2370 -1.9542
28 H -4.2133 -3.9028 -1.4823
29 H -6.5034 -1.2179 0.2857
30 C 2.2380 1.0697 -4.5098
31 N 1.2993 1.5261 -3.4512
32 O 1.7547 1.8103 -2.3609
33 O 0.1299 1.5823 -3.7512
34 H 3.2365 1.0735 -4.0945
35 H 1.9197 0.0728 -4.7997
36 H 2.1264 1.7551 -5.3434
37 C -0.6310 4.0361 -1.4250
38 N -1.5055 4.3387 -0.2549
39 O -2.0207 3.4049 0.3097
40 O -1.6442 5.5084 0.0479
41 H -0.6119 2.9626 -1.5678
42 H -1.0552 4.5563 -2.2786
43 H 0.3532 4.4352 -1.1988
44 C 4.1962 -1.1290 0.0806
45 N 4.1018 -1.7520 -1.2692
46 O 4.3286 -1.0590 -2.2403
47 O 3.7919 -2.9205 -1.3179
48 H 4.5007 -0.0977 -0.0404
49 H 3.2140 -1.2256 0.5350
50 H 4.9243 -1.7103 0.6352
51 C -7.1681 -2.7506 4.0363
52 N -7.6885 -2.7351 5.4270
53 O -8.5000 -1.8927 5.7418
54 O -7.2756 -3.5965 6.1830
55 H -7.6417 -1.9505 3.4827
56 H -6.0901 -2.6287 4.0609
57 H -7.4151 -3.7282 3.6373
58 C 6.3941 2.8391 -1.4792
59 N 5.7653 3.0042 -0.1402
60 O 5.2550 2.0384 0.3874
61 O 5.8371 4.1018 0.3680
62 H 6.2566 1.8148 -1.8045
63 H 5.9230 3.5525 -2.1483
64 H 7.4411 3.1018 -1.3604
65 C 8.3534 7.5384 -1.9203
66 N 8.1207 6.0755 -2.0499
67 O 8.9130 5.3190 -1.5253
68 O 7.1407 5.7177 -2.6647
69 H 9.2592 7.6913 -1.3435
70 H 8.4430 7.9349 -2.9274
71 H 7.4812 7.9575 -1.4290
72 C -10.3954 -5.4057 1.3956
73 N -9.6650 -4.8211 2.5513
74 O -10.0322 -3.7604 3.0020
75 O -8.7331 -5.4642 2.9893
76 H -11.1936 -4.7254 1.1271
77 H -9.6695 -5.5281 0.5967
78 H -10.7614 -6.3769 1.7141
79 C 10.4492 8.4814 2.7099
80 N 10.0255 8.7423 1.3065
81 O 10.8831 8.8699 0.4596
82 O 8.8343 8.7991 1.0967
83 H 11.5311 8.4541 2.7336
84 H 10.0406 9.2826 3.3177
85 H 10.0033 7.5357 3.0019
86 C -8.9486 -6.6309 6.1425
87 N -9.2867 -8.0498 6.4346
88 O -9.0267 -8.4915 7.5365
89 O -9.8312 -8.6830 5.5573
90 H -8.4892 -6.2003 7.0229
91 H -8.2877 -6.6055 5.2812
92 H -9.8838 -6.1390 5.8927
93 C 9.7072 1.2030 -2.7396
94 N 9.0490 1.6633 -3.9926
95 O 9.7377 1.9037 -4.9558
96 O 7.8387 1.7692 -3.9634
97 H 10.7735 1.1461 -2.9189
98 H 9.4647 1.9356 -1.9751
99 H 9.2758 0.2399 -2.4914
100 C 6.6068 4.5891 -5.6768
101 N 5.1402 4.6931 -5.8979
102 O 4.7164 4.5470 -7.0219
103 O 4.4567 4.9130 -4.9199
104 H 7.0800 4.3815 -6.6283
105 H 6.9320 5.5286 -5.2417
106 H 6.7675 3.7845 -4.9638
107 C -6.5858 -10.5074 7.3974
108 N -5.1858 -10.7469 6.9464
109 O -4.9547 -10.7295 5.7601
110 O -4.3644 -10.9534 7.8156
111 H -7.2066 -10.3542 6.5240
112 H -6.8857 -11.3870 7.9584
113 H -6.5775 -9.6403 8.0488
114 C -7.5314 4.0026 0.0164
115 N -7.5993 3.2646 -1.2771
116 O -7.2845 3.8560 -2.2873
117 O -7.9450 2.1088 -1.2157
118 H -7.1995 5.0128 -0.1877
119 H -8.5247 3.9710 0.4531
120 H -6.8337 3.4607 0.6484
121 C 8.6931 -2.6774 0.6156
122 N 8.3101 -2.0465 -0.6775
123 O 9.1824 -1.8502 -1.4997
124 O 7.1458 -1.7660 -0.8279
125 H 9.7586 -2.8668 0.5957
126 H 8.4079 -1.9838 1.4007
127 H 8.1127 -3.5908 0.7045

Values from the calculation:
- net charge = -1
- frontier orbital gap (eV) = 5.380

Atom charges from the Löwdin analysis, given in e for atoms 1 to 99: C -0.09; C -0.25; C -0.22; C -0.20; C -0.21; C -0.14; C -0.43; O -0.07; B -0.53; O -0.14; C -0.65; I 0.67; H 0.07; H 0.07; H 0.04; H 0.09; H 0.10; H 0.09; H 0.08; H 0.11; H 0.08; H 0.05; H 0.09; H 0.09; H 0.13; H 0.12; H 0.05; H 0.06; H 0.09; C 0.05; N -0.44; O 0.06; O 0.07; H 0.08; H 0.10; H 0.10; C 0.05; N -0.44; O 0.08; O 0.04; H 0.04; H 0.10; H 0.10; C 0.04; N -0.45; O 0.05; O 0.06; H 0.06; H 0.10; H 0.09; C 0.00; N -0.44; O 0.06; O 0.03; H 0.09; H 0.03; H 0.07; C 0.04; N -0.43; O 0.06; O 0.07; H 0.09; H 0.09; H 0.07; C 0.06; N -0.43; O 0.06; O 0.05; H 0.07; H 0.10; H 0.11; C 0.06; N -0.43; O 0.08; O 0.05; H 0.09; H 0.11; H 0.10; C 0.05; N -0.45; O 0.06; O 0.06; H 0.09; H 0.10; H 0.10; C 0.05; N -0.45; O 0.04; O 0.06; H 0.09; H 0.09; H 0.10; C 0.06; N -0.43; O 0.08; O 0.05; H 0.10; H 0.09; H 0.07